[1]
Below is a structure of composition C29H24BrN3O6PV, with properties calculated with the ωB97M-V functional and the def2-TZVPD basis.

The geometry in XYZ format:
```
65
Properties=species:S:1:pos:R:3:forces:R:3
V 1.7635 0.0135 -0.1999 0.0 0.2 -0.1
C 4.5452 -2.2927 3.4288 0.0 0.0 0.0
O 4.7565 -1.4434 2.2994 0.0 0.0 0.0
C 3.7092 -0.7975 1.7794 0.2 0.0 0.0
O 3.7371 -0.4242 0.6261 -0.1 -0.1 -0.1
N 2.6660 -0.5570 2.6236 0.0 0.1 0.1
N 1.6385 0.2558 2.1060 0.1 0.0 0.0
H 5.4411 -2.9014 3.5077 0.0 0.0 0.0
H 3.6760 -2.9264 3.2558 0.0 0.0 0.0
H 4.4376 -1.7137 4.3513 0.0 0.0 0.0
H 2.8438 -0.5210 3.6147 0.0 0.0 0.0
H 1.7540 1.2166 2.4291 0.0 0.0 0.0
H 0.7451 -0.1308 2.3815 0.0 0.0 0.0
O 2.2163 3.1283 1.8154 0.0 0.0 0.0
C 1.5660 2.7731 0.8277 0.2 -0.1 0.1
O 2.0228 2.0800 -0.1469 -0.1 0.2 0.0
C 0.0825 3.1078 0.8115 -0.1 0.1 0.0
C -0.3680 4.0897 1.6897 0.1 0.0 0.0
C -1.7125 4.4096 1.7683 0.0 0.0 0.0
C -2.6247 3.7242 0.9787 0.0 0.0 0.0
C -2.1844 2.7437 0.1023 0.0 0.0 0.0
C -0.8315 2.4300 -0.0062 0.1 0.0 0.0
P -0.1795 1.1522 -1.1545 -0.1 -0.3 -0.1
C 0.0940 2.1843 -2.6505 0.1 0.0 0.0
C 0.0728 3.5761 -2.6323 0.0 0.0 0.0
C 0.2976 4.3018 -3.7954 0.0 0.0 0.0
C 0.5474 3.6425 -4.9886 0.0 0.0 0.0
C 0.5809 2.2543 -5.0126 0.0 0.0 0.0
C 0.3609 1.5280 -3.8533 0.0 0.0 0.0
C -1.6744 0.2276 -1.6871 0.0 0.0 0.0
C -1.7359 -1.1050 -1.2863 0.1 0.1 -0.1
C -2.8205 -1.8994 -1.6348 0.0 0.0 0.0
C -3.8439 -1.3705 -2.4069 0.0 0.0 0.0
C -3.7731 -0.0532 -2.8445 0.0 0.0 0.0
C -2.6916 0.7395 -2.4919 0.0 0.0 0.0
H 0.3709 4.5807 2.3090 0.0 0.0 0.0
H -2.0512 5.1808 2.4491 0.0 0.0 0.0
H -3.6816 3.9530 1.0442 0.0 0.0 0.0
H -2.9042 2.2108 -0.5042 0.0 0.0 0.0
H -0.1182 4.1048 -1.7077 0.0 0.0 0.0
H 0.2813 5.3847 -3.7662 0.0 0.0 0.0
H 0.7261 4.2069 -5.8960 0.0 0.0 0.0
H 0.7963 1.7329 -5.9369 0.0 0.0 0.0
H 0.4299 0.4479 -3.8711 0.0 0.0 0.0
H -0.8916 -1.5127 -0.7429 -0.1 -0.1 0.0
H -2.8518 -2.9368 -1.3235 0.0 0.0 0.0
H -4.6870 -1.9899 -2.6884 0.0 0.0 0.0
H -4.5591 0.3519 -3.4704 0.0 0.0 0.0
H -2.6283 1.7597 -2.8539 0.0 0.0 0.0
Br -3.3052 -6.0491 3.6374 0.0 0.0 0.0
C -1.9047 -5.0459 2.8291 0.0 0.0 0.0
C -2.1783 -3.7821 2.3356 0.0 -0.1 0.0
C -1.1510 -3.0615 1.7438 0.1 0.1 0.0
C 0.1318 -3.5889 1.6498 -0.1 -0.1 0.0
C 0.3787 -4.8575 2.1635 0.0 0.0 0.0
C -0.6361 -5.5968 2.7501 0.0 0.0 0.0
C 1.2744 -2.8059 1.0314 0.2 0.1 0.1
O 2.4192 -3.2122 1.2270 0.0 0.0 0.0
O 0.9298 -1.7514 0.3964 -0.2 -0.2 0.1
H -3.1746 -3.3683 2.4099 0.0 0.0 0.0
H -1.3437 -2.0699 1.3550 0.0 0.0 0.0
H 1.3828 -5.2522 2.0858 0.0 0.0 0.0
H -0.4483 -6.5871 3.1416 0.0 0.0 0.0
N 2.2100 -1.1754 -3.2294 0.0 0.0 0.0
C 2.0686 -0.7131 -2.1733 0.2 0.0 0.0
```
Positions in Å, forces in eV/Å.

## Properties
net charge: -1
<S²>: 0.76
orbital gap (alpha / beta): 0.223 / 0.199 Ha
multiplicity: 2
E: -152241.1289 eV
energy relative to the best compared isomer or geometry (same formula, charge and spin): 0.000 eV

Charges obtained by Löwdin population analysis, quoted in units of e: number 1, V, carries 0.596; number 2, C, carries -0.054; number 3, O, carries 0.009; number 4, C, carries -0.557; number 5, O, carries 0.059; number 6, N, carries 0.051; number 7, N, carries 0.045; number 8, H, carries 0.095; number 9, H, carries 0.085; number 10, H, carries 0.085; number 11, H, carries 0.141; number 12, H, carries 0.090; number 13, H, carries 0.112; number 14, O, carries 0.008; number 15, C, carries -0.629; number 16, O, carries -0.163; number 17, C, carries -0.148; number 18, C, carries -0.027; number 19, C, carries -0.088; number 20, C, carries -0.087; number 21, C, carries -0.073; number 22, C, carries -0.275; number 23, P, carries 1.065; number 24, C, carries -0.317; number 25, C, carries -0.077; number 26, C, carries -0.097; number 27, C, carries -0.107; number 28, C, carries -0.081; number 29, C, carries -0.093; number 30, C, carries -0.330; number 31, C, carries -0.082; number 32, C, carries -0.078; number 33, C, carries -0.099; number 34, C, carries -0.092; number 35, C, carries -0.104; number 36, H, carries 0.112; number 37, H, carries 0.096; number 38, H, carries 0.097; number 39, H, carries 0.088; number 40, H, carries 0.100; number 41, H, carries 0.094; number 42, H, carries 0.092; number 43, H, carries 0.101; number 44, H, carries 0.074; number 45, H, carries 0.067; number 46, H, carries 0.101; number 47, H, carries 0.095; number 48, H, carries 0.096; number 49, H, carries 0.110; number 50, Br, carries 0.693; number 51, C, carries -0.695; number 52, C, carries -0.125; number 53, C, carries -0.020; number 54, C, carries -0.112; number 55, C, carries -0.015; number 56, C, carries -0.128; number 57, C, carries -0.569; number 58, O, carries 0.036; number 59, O, carries -0.168; number 60, H, carries 0.099; number 61, H, carries 0.105; number 62, H, carries 0.117; number 63, H, carries 0.095; number 64, N, carries -0.064; number 65, C, carries -0.353

=====

[2]
Below is a cluster of 12 separate species, C42H78N12O9 in total at a distorted geometry, with properties calculated with the ωB97M-V functional and the def2-TZVPD basis.

The geometry in XYZ format:
```
141
Properties=species:S:1:pos:R:3:forces:R:3
C 3.8919 4.4000 2.8815 -0.4 -0.1 1.3
C 2.6165 3.5407 2.9796 1.2 1.8 0.0
O 1.5740 4.0247 2.5507 -0.5 -0.7 0.0
N 2.7278 2.3543 3.5987 -0.5 -0.6 -0.2
C 3.9278 1.7606 4.1635 0.3 0.2 0.1
H 3.7296 5.2664 2.2444 -0.2 -0.2 -0.1
H 4.7049 3.7963 2.5323 0.6 -0.2 -0.3
H 4.1710 4.7868 3.8961 -0.3 -0.4 -0.7
H 1.8948 1.7747 3.5848 0.1 0.0 0.2
H 3.6956 0.8138 4.6409 -0.4 -0.2 -0.4
H 4.3073 2.3405 5.0014 0.2 0.5 -0.1
H 4.7253 1.6255 3.4190 -0.2 0.0 0.2
C 1.2720 5.7926 -3.8030 -1.2 0.5 0.0
C 0.7195 4.6238 -2.9929 1.1 0.3 -1.5
O 0.2968 3.6417 -3.5943 -0.6 0.0 0.8
N 0.8857 4.7416 -1.6601 -0.7 -0.7 -0.7
C 0.4578 3.6748 -0.7894 -0.3 0.2 0.9
H 2.3335 5.6860 -3.8676 0.8 -0.2 -0.3
H 1.0817 6.7419 -3.2983 0.0 0.0 0.0
H 0.8192 5.8465 -4.8157 0.4 -0.3 0.7
H 1.5558 5.4105 -1.3352 -0.1 0.3 0.2
H 1.2908 3.0874 -0.4603 0.7 -0.3 0.3
H -0.2016 2.9649 -1.3010 -0.1 0.6 0.0
H 0.0062 4.1385 0.1059 0.0 -0.6 -0.4
C -6.1658 -3.1756 1.7223 1.8 -0.2 -1.0
C -4.8386 -2.8564 0.9487 1.0 -0.4 -1.1
O -4.0132 -3.7787 0.6412 -1.8 1.9 0.8
N -4.6192 -1.5605 0.5530 -0.7 -0.6 0.7
C -5.5762 -0.4401 0.7454 0.2 0.0 -2.2
H -6.8687 -3.6724 1.0495 0.1 0.2 0.0
H -6.5783 -2.2766 2.1216 -0.5 0.4 0.3
H -5.9145 -3.8751 2.5143 0.0 0.0 0.1
H -3.7395 -1.2708 0.0802 -0.5 -0.7 0.6
H -5.0864 0.4350 0.2124 -0.8 -0.8 1.1
H -5.8505 -0.2666 1.7747 0.3 0.3 0.3
H -6.5310 -0.6232 0.1746 0.9 0.1 0.5
C 4.0206 -3.1718 0.9743 -0.6 -1.1 0.7
C 3.7082 -3.0794 -0.4988 -1.6 -0.2 -0.7
O 2.6377 -2.5369 -0.8562 2.0 -0.8 0.0
N 4.5376 -3.7561 -1.3734 -1.2 1.8 0.6
C 4.1922 -4.0043 -2.7621 -0.5 -0.8 1.1
H 3.7732 -2.2337 1.4714 0.4 0.1 -0.1
H 5.0347 -3.5407 1.1810 -0.2 0.4 0.1
H 3.2943 -3.9129 1.4596 0.9 0.8 -0.9
H 5.3960 -4.1426 -1.0512 0.3 -0.1 0.4
H 3.1102 -4.1730 -2.8048 0.3 -0.1 -0.2
H 4.7589 -4.8980 -2.9187 -0.1 -0.8 -0.9
H 4.4628 -3.2932 -3.5133 0.3 0.9 -0.1
C -0.4409 -1.6272 3.4350 -0.1 0.6 1.2
C 0.9506 -1.3916 3.9305 -0.4 0.7 -0.4
O 1.2320 -0.3100 4.4417 0.6 0.0 0.3
N 1.8438 -2.3650 3.7032 1.5 1.2 1.1
C 3.1234 -2.3244 4.4252 -0.6 -0.9 -0.1
H -0.8538 -0.6135 3.3358 -0.3 -0.8 0.0
H -1.0006 -2.2518 4.1548 0.1 0.4 -0.3
H -0.3814 -2.1530 2.5221 -0.3 -0.5 -1.2
H 1.5290 -3.2063 3.3083 -0.5 -1.4 -0.6
H 3.8180 -1.5657 4.0873 -0.1 0.2 -0.2
H 3.6116 -3.2963 4.3794 0.0 -0.1 -0.4
H 2.9110 -2.2090 5.4763 0.0 0.5 0.4
C -4.0897 -2.1375 -2.5586 1.0 -1.2 0.2
C -3.3989 -2.6224 -3.8329 -0.9 1.6 0.0
O -3.3103 -1.8601 -4.7836 0.2 -0.3 -0.1
N -2.8510 -3.8490 -3.7981 0.0 -1.1 0.1
C -2.3929 -4.5274 -5.0022 0.4 2.6 -1.0
H -4.9271 -1.4898 -2.7734 0.1 0.3 -0.1
H -3.2708 -1.6301 -2.0133 -0.7 0.1 0.0
H -4.4263 -2.9800 -1.9373 0.1 0.3 -0.1
H -3.2205 -4.4718 -3.0976 0.1 0.2 0.2
H -2.4743 -3.7731 -5.8559 -0.3 -1.1 1.0
H -3.0005 -5.3855 -5.1549 -0.2 -0.8 -0.4
H -1.3303 -4.7204 -4.9569 0.2 -0.6 0.2
C -3.4847 4.0387 -1.1168 -1.0 -0.6 0.5
C -3.8302 2.7107 -1.8340 -1.0 0.4 -0.6
O -4.7929 2.0254 -1.4962 0.3 0.3 0.3
N -3.1266 2.3711 -2.9490 0.9 0.9 0.7
C -3.3272 1.0895 -3.5968 -0.7 1.1 -0.1
H -3.5352 3.7589 -0.0446 0.5 0.3 -0.5
H -4.2806 4.8409 -1.2093 0.9 -1.1 -0.4
H -2.5076 4.4035 -1.4271 0.0 0.2 0.2
H -2.1753 2.7323 -3.0261 -0.5 0.2 -0.1
H -4.1161 1.1140 -4.3410 -0.1 0.3 -0.3
H -3.7080 0.4017 -2.8700 0.6 -0.8 0.3
H -2.4062 0.9349 -4.1145 0.5 -1.1 -0.1
C -0.8787 2.8559 5.5837 1.0 0.5 0.0
C -1.7176 3.1068 4.3582 0.6 -0.3 1.7
O -2.6214 2.3619 4.0883 -1.6 -1.0 -1.0
N -1.3953 4.1719 3.6444 2.3 1.9 0.3
C -2.0469 4.5980 2.4667 -0.5 0.4 -0.7
H -1.2915 2.1161 6.2154 -0.5 -1.4 0.0
H -0.8999 3.6779 6.2936 0.5 0.7 -0.4
H 0.1478 2.5650 5.2799 -0.5 0.3 0.4
H -0.5478 4.7160 3.8838 -0.9 -0.9 -0.1
H -1.4012 5.2659 1.8908 -0.1 -0.1 0.1
H -2.9766 5.0794 2.7009 -0.5 0.7 0.1
H -2.3587 3.7811 1.8568 0.2 -0.9 -0.5
C -0.5889 -4.1629 0.1618 1.7 -0.3 0.6
C -0.6439 -4.5432 1.6175 1.1 -1.2 1.0
O 0.3822 -4.8109 2.3108 -1.2 1.0 -1.2
N -1.8656 -4.7757 2.1168 -0.3 -0.2 0.7
C -1.9688 -5.2477 3.4902 -0.7 1.7 0.8
H 0.1056 -4.9216 -0.2720 -0.6 0.6 0.0
H -0.1297 -3.1760 0.0237 0.0 -0.3 0.1
H -1.5688 -4.1887 -0.2462 -0.7 0.0 -0.6
H -2.7357 -4.4884 1.6496 0.6 -0.1 -0.2
H -1.1885 -5.9232 3.7513 0.6 -0.6 -0.1
H -2.9407 -5.6916 3.7125 0.0 0.0 -0.4
H -1.8701 -4.3787 4.1986 0.0 -0.7 -0.5
N 4.8396 2.3193 0.3710 0.0 0.9 -0.3
C 4.3282 1.1561 0.0431 0.1 -0.2 2.7
C 3.9463 0.7989 -1.2136 0.2 -2.3 -0.8
C 4.3123 1.5874 -2.2618 -0.9 1.7 -1.4
C 4.7410 2.8985 -1.9408 -0.1 -1.2 -1.1
C 4.9514 3.1883 -0.6501 0.0 1.0 2.5
H 4.1977 0.5114 0.9364 -0.1 0.0 -0.9
H 3.5562 -0.2193 -1.3332 -0.1 0.5 -0.3
H 4.0589 1.3147 -3.3046 0.4 0.1 0.7
H 4.9283 3.7294 -2.5866 -0.1 -0.1 -1.0
H 5.1031 4.2314 -0.3502 0.5 -0.3 -0.1
N -1.9004 -0.2385 0.1063 0.0 -0.9 -1.3
C -0.7315 -0.6617 -0.4354 -1.4 -0.1 -1.3
C 0.4773 -0.1628 -0.0630 0.8 -0.9 -1.1
C 0.4951 0.7392 0.9556 1.3 1.2 1.0
C -0.6379 1.0807 1.6488 -1.4 -0.1 -2.1
C -1.8813 0.6332 1.0728 1.7 0.7 2.0
H -0.8286 -1.2738 -1.3636 0.0 0.1 1.1
H 1.3963 -0.4544 -0.5930 -0.6 0.1 0.3
H 1.4439 1.2650 1.1259 -0.3 -0.3 0.5
H -0.5792 1.8212 2.4009 -0.2 0.5 0.7
H -2.8245 1.0005 1.4766 0.1 -0.2 0.0
N 2.7642 -0.9511 -5.9459 -0.2 -1.1 -0.3
C 2.2691 0.2509 -5.7361 -0.2 1.4 0.4
C 1.3083 0.5856 -4.7778 -0.2 -1.2 0.0
C 0.7684 -0.5114 -4.0680 0.1 1.3 0.2
C 1.1877 -1.7923 -4.3461 1.4 0.6 -0.5
C 2.2110 -1.9725 -5.2803 -0.4 -0.1 -0.6
H 2.6474 1.0643 -6.3578 0.2 -0.2 0.1
H 1.0222 1.6316 -4.6341 -0.1 -0.5 0.1
H 0.0590 -0.3702 -3.2580 -0.1 0.2 -0.2
H 0.8848 -2.5897 -3.7320 -0.7 -1.0 0.4
H 2.4984 -2.9892 -5.6185 0.1 0.7 0.6
```
Positions in Å, forces in eV/Å.

## Properties
orbital gap: 0.354 Ha
structure (SMILES): CNC(C)=O.CNC(C)=O.CNC(C)=O.CNC(C)=O.CNC(C)=O.CNC(C)=O.CNC(C)=O.CNC(C)=O.CNC(C)=O.c1ccncc1.c1ccncc1.c1ccncc1
E: -81131.0176 eV
energy relative to the best compared isomer or geometry (same formula, charge and spin): 0.000 eV

These are the Löwdin partial charges, in e, on atoms 1 to 99: number 1, C, carries -0.012; number 2, C, carries -0.543; number 3, O, carries -0.003; number 4, N, carries 0.039; number 5, C, carries -0.073; number 6, H, carries 0.074; number 7, H, carries 0.036; number 8, H, carries 0.096; number 9, H, carries 0.099; number 10, H, carries 0.063; number 11, H, carries 0.083; number 12, H, carries 0.081; number 13, C, carries -0.004; number 14, C, carries -0.543; number 15, O, carries 0.013; number 16, N, carries 0.024; number 17, C, carries -0.062; number 18, H, carries 0.065; number 19, H, carries 0.075; number 20, H, carries 0.096; number 21, H, carries 0.136; number 22, H, carries 0.061; number 23, H, carries 0.083; number 24, H, carries 0.081; number 25, C, carries 0.019; number 26, C, carries -0.436; number 27, O, carries -0.071; number 28, N, carries 0.020; number 29, C, carries -0.070; number 30, H, carries 0.088; number 31, H, carries 0.044; number 32, H, carries 0.077; number 33, H, carries 0.084; number 34, H, carries 0.075; number 35, H, carries 0.069; number 36, H, carries 0.099; number 37, C, carries -0.005; number 38, C, carries -0.497; number 39, O, carries -0.015; number 40, N, carries 0.009; number 41, C, carries -0.065; number 42, H, carries 0.062; number 43, H, carries 0.078; number 44, H, carries 0.110; number 45, H, carries 0.118; number 46, H, carries 0.087; number 47, H, carries 0.077; number 48, H, carries 0.069; number 49, C, carries 0.027; number 50, C, carries -0.544; number 51, O, carries 0.016; number 52, N, carries 0.050; number 53, C, carries -0.062; number 54, H, carries 0.074; number 55, H, carries 0.095; number 56, H, carries 0.051; number 57, H, carries 0.075; number 58, H, carries 0.065; number 59, H, carries 0.083; number 60, H, carries 0.081; number 61, C, carries -0.004; number 62, C, carries -0.551; number 63, O, carries 0.029; number 64, N, carries 0.004; number 65, C, carries -0.064; number 66, H, carries 0.087; number 67, H, carries 0.068; number 68, H, carries 0.067; number 69, H, carries 0.127; number 70, H, carries 0.108; number 71, H, carries 0.069; number 72, H, carries 0.068; number 73, C, carries 0.012; number 74, C, carries -0.525; number 75, O, carries 0.005; number 76, N, carries 0.018; number 77, C, carries -0.062; number 78, H, carries 0.065; number 79, H, carries 0.103; number 80, H, carries 0.055; number 81, H, carries 0.108; number 82, H, carries 0.092; number 83, H, carries 0.042; number 84, H, carries 0.078; number 85, C, carries 0.008; number 86, C, carries -0.612; number 87, O, carries 0.052; number 88, N, carries 0.007; number 89, C, carries -0.084; number 90, H, carries 0.065; number 91, H, carries 0.079; number 92, H, carries 0.084; number 93, H, carries 0.148; number 94, H, carries 0.093; number 95, H, carries 0.084; number 96, H, carries 0.046; number 97, C, carries 0.018; number 98, C, carries -0.537; number 99, O, carries -0.045